No. 1
Entry from the Open Molecules 2025 dataset: a molecular structure, C21H19N6O2RuS (ωB97M-V with the def2-TZVPD basis set).

Results
LUMO energy (alpha / beta) (hartree): -0.281 / -0.334
Frontier orbital gap (alpha / beta) (eV): 6.08 / 5.54
DFT total energy (eV): -48518.926
Charge: +2
Spin multiplicity: 6

Last column: Mulliken charge in e.
Positions of all 50 atoms, in Å:
Ru (0.822, 0.323, -0.319)  0.54
C (-0.808, -2.404, 3.162)  -1.67
C (0.068, -1.636, 2.230)  0.19
N (-0.361, -1.188, 1.077)  1.70
N (-1.644, -1.465, 0.730)  -1.47
C (-1.968, -1.068, -0.465)  0.62
N (-3.191, -1.294, -0.943)  -0.38
S (-0.878, -0.234, -1.621)  -0.26
C (1.430, -1.290, 2.538)  1.08
C (2.005, -1.165, 3.802)  -0.63
C (3.163, -0.440, 4.080)  -0.57
C (3.869, 0.553, 3.296)  -0.73
C (3.484, 1.177, 2.160)  -0.92
N (2.276, 0.759, 1.481)  0.19
H (-1.250, -3.247, 2.630)  0.40
H (-1.635, -1.781, 3.506)  0.34
H (-0.254, -2.776, 4.018)  0.47
H (-3.854, -1.807, -0.381)  0.25
H (-3.457, -1.017, -1.873)  0.20
H (1.519, -1.635, 4.648)  0.41
H (3.553, -0.553, 5.084)  0.47
H (4.785, 0.923, 3.741)  0.50
H (4.017, 2.017, 1.736)  0.52
O (4.798, -6.746, -1.766)  -0.44
C (3.666, -6.136, -2.133)  0.54
O (2.909, -6.620, -2.919)  -0.47
C (3.333, -4.812, -1.496)  0.44
C (3.661, -4.497, -0.169)  -1.19
C (3.253, -3.315, 0.389)  -0.07
C (2.492, -2.389, -0.391)  0.97
C (2.162, -2.727, -1.738)  -0.42
C (2.569, -3.917, -2.268)  -1.15
N (2.055, -1.232, 0.096)  -0.14
C (2.309, -0.780, 1.454)  -1.00
C (1.128, 1.518, 1.980)  0.75
C (1.039, 2.124, 3.216)  -0.35
C (-0.089, 2.893, 3.486)  -0.62
C (-1.087, 3.042, 2.534)  -0.67
C (-0.936, 2.409, 1.317)  -0.46
N (0.157, 1.685, 1.061)  -0.17
H (5.378, -6.178, -1.246)  0.33
H (4.213, -5.204, 0.439)  0.42
H (3.492, -3.104, 1.422)  0.40
H (1.575, -2.030, -2.323)  0.35
H (2.305, -4.201, -3.277)  0.48
H (3.338, -1.017, 1.709)  1.35
H (1.823, 2.015, 3.948)  0.47
H (-0.180, 3.377, 4.450)  0.46
H (-1.967, 3.638, 2.724)  0.45
H (-1.670, 2.474, 0.525)  0.48

***

No. 2
Entry from the Open Molecules 2025 dataset: a molecular structure, C21H19N6O3S4V (ωB97M-V with the def2-TZVPD basis set).

Results
LUMO energy (alpha / beta) (hartree): -0.011 / -0.013
Frontier orbital gap (alpha / beta) (eV): 7.55 / 7.30
DFT total energy (eV): -106193.526
Charge: 0
Spin multiplicity: 3
Relative energy (zero: lowest compared OMol25 entry of this formula, charge and spin) (eV): 6.042

Last column: Mulliken charge in e.
Positions of all 54 atoms, in Å:
V (-0.228, 0.103, -0.163)  -0.34
C (-4.545, 2.665, 1.477)  -1.22
C (-4.289, 1.911, 0.231)  1.11
N (-5.056, 1.850, -0.809)  -0.88
N (-4.353, 1.090, -1.708)  0.20
C (-3.170, 0.678, -1.248)  0.41
S (-1.963, -0.224, -1.995)  -0.55
N (-3.146, 1.173, 0.017)  0.53
N (-2.022, 1.074, 0.838)  -0.70
H (-5.519, 3.140, 1.405)  0.37
H (-3.777, 3.427, 1.607)  0.26
H (-4.540, 2.005, 2.347)  0.30
H (-4.716, 0.930, -2.631)  0.17
H (-2.298, 0.658, 1.722)  0.32
H (-1.691, 2.039, 0.987)  0.32
S (1.866, -3.635, -1.586)  -0.25
C (2.867, -2.253, -1.931)  0.45
C (4.332, -2.120, -1.749)  -0.40
C (4.901, -0.996, -1.276)  -1.19
C (4.165, 0.304, -0.985)  0.05
C (2.677, 0.032, -1.106)  -0.08
C (2.121, -1.153, -1.734)  -1.52
N (0.817, -1.327, -1.325)  0.41
C (0.565, -2.599, -1.115)  0.05
C (-0.555, -2.892, -0.231)  0.88
C (-1.063, -4.171, -0.033)  -0.88
C (-2.011, -4.377, 0.951)  -0.63
C (-2.407, -3.300, 1.736)  -0.94
C (-1.887, -2.031, 1.519)  -0.19
C (-0.948, -1.753, 0.517)  0.76
H (4.964, -2.971, -1.966)  0.43
H (5.978, -0.997, -1.160)  0.38
H (4.582, 1.121, -1.574)  0.45
H (2.092, 0.910, -1.345)  1.11
H (-0.721, -4.999, -0.643)  0.42
H (-2.425, -5.362, 1.119)  0.40
H (-3.126, -3.455, 2.531)  0.42
H (-2.231, -1.245, 2.186)  0.27
C (3.861, 0.645, 0.559)  0.30
C (3.247, 1.981, 0.861)  -1.61
C (1.785, 2.191, 0.556)  0.22
N (0.903, 1.104, 1.030)  -0.33
C (1.420, -0.155, 1.151)  -0.70
C (2.688, -0.352, 0.417)  -0.64
H (4.658, 0.400, 1.264)  0.53
H (3.857, 2.822, 1.155)  0.39
H (1.735, 2.278, -0.530)  0.33
H (1.235, -0.726, 2.055)  0.58
H (3.055, -1.377, 0.492)  1.23
O (-1.709, 3.736, 0.224)  -0.65
S (-0.466, 3.604, -0.532)  1.03
O (-0.217, 4.612, -1.514)  -0.67
O (-0.325, 2.219, -1.059)  -0.51
S (1.033, 3.769, 0.996)  -0.18

***

No. 3
Entry from the Open Molecules 2025 dataset: 2 unconnected molecules or ions with the total composition C21H19NO4 in a non-equilibrium geometry (ωB97M-V with the def2-TZVPD basis set).

Results
LUMO energy (hartree): -0.117
Frontier orbital gap (eV): 2.82
DFT total energy (eV): -31759.403
Charge: 0
Spin multiplicity: 1
Relative energy (zero: lowest compared OMol25 entry of this formula, charge and spin) (eV): 7.635

Last column: Mulliken charge in e.
Positions of all 45 atoms, in Å:
O (-1.257, -1.944, -1.373)  -0.78
C (-1.877, -2.757, -0.680)  0.18
C (-3.220, -2.506, -0.263)  -0.58
C (-3.889, -3.407, 0.505)  -0.22
C (-3.272, -4.592, 0.894)  -0.11
N (-3.995, -5.543, 1.709)  0.96
O (-3.419, -6.582, 2.052)  -0.65
O (-5.159, -5.281, 2.030)  -0.65
C (-1.967, -4.870, 0.502)  -0.22
C (-1.278, -3.985, -0.266)  -0.51
H (-3.682, -1.587, -0.576)  0.43
H (-4.904, -3.222, 0.824)  0.43
H (-1.517, -5.799, 0.818)  0.43
H (-0.271, -4.186, -0.583)  0.40
C (3.812, 3.432, -4.880)  -0.81
O (3.881, 2.060, -4.572)  -0.42
C (3.194, 1.691, -3.431)  1.00
C (3.193, 0.333, -3.056)  -0.69
C (2.544, -0.098, -1.936)  -0.67
C (1.842, 0.803, -1.098)  0.94
C (1.242, 0.298, 0.072)  -0.26
C (0.600, 0.965, 1.149)  1.02
C (0.043, 0.190, 2.187)  -0.69
C (-0.602, 0.779, 3.248)  -0.74
C (-0.741, 2.162, 3.327)  1.10
C (-1.452, 2.803, 4.466)  -1.39
C (-0.172, 2.939, 2.327)  -1.03
C (0.501, 2.364, 1.282)  -0.44
C (1.798, 2.155, -1.519)  -0.78
C (2.469, 2.585, -2.623)  -0.53
H (4.343, 3.605, -5.816)  0.24
H (2.773, 3.738, -5.007)  0.35
H (4.286, 4.015, -4.090)  0.35
H (3.716, -0.365, -3.685)  0.44
H (2.557, -1.142, -1.673)  0.43
H (1.293, -0.772, 0.177)  0.23
H (0.144, -0.882, 2.148)  0.43
H (-1.001, 0.170, 4.041)  0.43
H (-1.518, 3.885, 4.330)  0.36
H (-2.468, 2.416, 4.551)  0.35
H (-0.929, 2.616, 5.405)  0.33
H (-0.250, 4.011, 2.382)  0.33
H (1.020, 3.018, 0.615)  0.27
H (1.161, 2.861, -1.031)  0.34
H (2.426, 3.626, -2.884)  0.41

***

No. 4
Entry from the Open Molecules 2025 dataset: a molecular structure, C21H20AlCl2F2N4S (ωB97M-V with the def2-TZVPD basis set).

Results
LUMO energy (hartree): -0.118
Frontier orbital gap (eV): 8.12
DFT total energy (eV): -75971.317
Charge: +1
Spin multiplicity: 1

Last column: Mulliken charge in e.
Positions of all 51 atoms, in Å:
Al (0.107, -0.457, -0.330)  0.22
C (-3.997, 0.036, 0.906)  -0.85
C (-3.804, 0.113, 2.278)  -0.80
C (-2.529, -0.023, 2.805)  -1.07
C (-1.455, -0.230, 1.945)  0.08
C (-1.618, -0.275, 0.555)  0.64
C (-2.912, -0.144, 0.058)  -0.03
C (-0.074, -0.446, 2.449)  1.08
C (0.216, -0.657, 3.813)  -1.00
C (1.498, -0.902, 4.193)  -1.05
C (2.538, -0.917, 3.235)  1.02
C (3.886, -1.157, 3.590)  -0.85
C (4.861, -1.132, 2.637)  -0.72
C (4.521, -0.857, 1.295)  -1.01
C (3.225, -0.634, 0.926)  -0.28
C (2.200, -0.679, 1.892)  0.48
N (0.886, -0.469, 1.529)  0.47
H (-4.997, 0.119, 0.499)  0.44
H (-4.645, 0.276, 2.939)  0.41
H (-2.392, 0.049, 3.875)  0.38
H (-3.091, -0.192, -1.009)  0.40
H (-0.582, -0.638, 4.539)  0.38
H (1.740, -1.083, 5.233)  0.45
H (4.124, -1.356, 4.627)  0.42
H (5.892, -1.320, 2.902)  0.41
H (5.297, -0.828, 0.542)  0.45
H (2.994, -0.444, -0.113)  0.35
F (1.890, -2.737, -0.542)  -0.28
C (1.098, -1.912, -1.302)  0.17
F (1.973, -1.289, -2.218)  -0.32
H (0.471, -2.557, -1.925)  0.37
C (-3.511, -0.341, -5.083)  -1.25
C (-2.408, -1.061, -4.314)  -0.30
C (-1.462, -0.136, -3.618)  0.33
N (-1.017, -0.318, -2.431)  -0.62
N (-0.139, 0.671, -2.009)  0.31
C (0.069, 1.589, -2.921)  0.55
N (0.863, 2.663, -2.786)  -0.31
S (-0.845, 1.311, -4.358)  -0.23
H (-4.118, -1.063, -5.624)  0.38
H (-3.107, 0.357, -5.819)  0.38
H (-4.163, 0.217, -4.410)  0.33
H (-1.827, -1.693, -4.990)  0.34
H (-2.823, -1.713, -3.545)  0.27
H (1.496, 2.690, -2.002)  0.10
H (1.095, 3.212, -3.594)  0.25
Cl (1.890, 2.216, 0.231)  -0.09
C (0.857, 3.412, 1.089)  -0.42
Cl (0.447, 2.872, 2.703)  -0.08
H (-0.050, 3.532, 0.510)  0.27
H (1.432, 4.327, 1.149)  0.45